Density functional theory data (ωB97M-V/def2-TZVPD) for a structure of composition C5H14AgBr2NO2 in a non-equilibrium geometry.

LUMO ... 4.42 eV
E_HOMO ... -0.2 eV
Electronic energy ... -155082.3293 eV

Geometry as ORCA input:
```
! wB97M-V def2-TZVPD RIJCOSX def2/J DEFGRID3
* xyz -2 1
Ag -4.701 -5.619 -8.922
C -5.614 -6.301 -6.022
O -4.502 -5.755 -6.577
H -6.488 -6.419 -6.725
H -5.455 -7.344 -5.621
H -6.017 -5.707 -5.158
Br -2.736 -7.657 -9.770
Br -4.790 -2.791 -9.230
C -5.830 -5.878 -12.157
C -6.970 -5.825 -11.141
C -8.262 -6.311 -11.776
O -9.363 -5.930 -10.993
C -10.581 -6.348 -11.546
N -6.600 -6.610 -9.948
H -4.897 -5.592 -11.675
H -6.051 -5.192 -12.976
H -5.718 -6.898 -12.541
H -7.067 -4.796 -10.788
H -8.204 -7.413 -11.856
H -8.372 -5.934 -12.808
H -11.328 -6.223 -10.762
H -10.520 -7.394 -11.860
H -10.860 -5.693 -12.380
H -6.454 -7.588 -10.186
H -7.383 -6.599 -9.301
*
```